Record 1
The following is a quantum chemistry calculation of 10 unconnected molecules or ions with the total composition C36H82BO17, from the Open Molecules 2025 dataset.

Last column: Mulliken charge in e.
Element x y z (Å)
H: -7.87 1.84 0.97  0.309
H: 2.47 -2.50 -2.37  0.297
C: -3.37 0.17 -0.70  0.575
H: 6.61 -3.01 0.28  0.309
O: -0.51 1.33 0.63  -0.563
C: 4.74 1.30 -3.09  0.388
H: -4.89 -4.46 0.35  0.360
C: 4.58 -8.31 0.86  -0.994
C: -6.49 -1.85 -2.91  0.587
C: 3.41 -0.58 -2.60  1.158
H: -4.44 5.67 0.44  0.194
C: 3.43 -2.09 -2.68  -1.502
H: -3.34 -5.00 1.04  0.407
H: -6.42 -3.50 -1.50  0.229
H: -2.91 1.31 4.24  0.294
H: -6.00 2.23 -1.40  0.252
H: -8.50 2.84 -0.33  0.445
O: -0.16 -0.73 -0.47  -0.959
O: 0.19 1.20 6.50  -0.220
H: 2.87 -4.44 2.21  0.384
H: 3.44 -0.28 -1.54  -0.058
H: -0.07 2.02 -5.38  0.442
H: 4.86 1.43 0.05  -0.458
C: -3.67 2.56 2.64  -0.741
H: 0.74 0.20 8.17  0.317
H: 3.62 -5.69 0.05  0.245
H: -5.86 6.47 -0.23  0.297
H: 5.74 -0.91 -0.60  -0.132
C: -0.54 1.91 8.71  -1.074
H: -3.71 -5.21 -0.69  0.320
H: -1.83 3.12 5.51  0.084
O: -1.84 -3.18 0.10  -0.576
C: -6.38 2.55 -0.43  0.673
H: -4.31 6.48 -1.11  0.391
C: 1.65 2.27 4.98  -0.908
H: 1.58 2.55 7.13  0.286
C: 5.53 -7.15 1.15  -0.332
O: -6.87 -2.83 -3.88  -0.617
C: 6.22 1.64 -3.25  -1.425
C: 6.82 -2.10 0.84  -1.514
H: 5.30 1.92 3.01  0.364
H: -0.99 0.11 7.69  0.279
O: 1.85 -1.16 0.49  -0.566
H: 3.73 3.24 -8.28  0.388
H: -7.45 -0.37 -4.13  0.376
O: 1.76 0.89 -6.95  -0.393
H: 6.75 1.44 -2.32  0.279
H: 2.53 -0.18 -3.12  -0.275
H: 6.22 2.74 1.72  0.378
C: -3.21 2.34 4.05  0.179
H: 4.24 -2.51 -2.09  0.297
H: -7.83 -2.90 -3.83  0.352
H: 4.80 -1.41 0.77  -0.355
H: 3.52 -2.39 -3.73  0.412
H: -4.66 3.37 4.85  0.361
H: -3.95 3.61 2.43  0.250
H: -5.72 4.74 -2.19  0.317
H: 2.58 2.79 4.79  0.441
H: -8.01 1.17 -0.67  0.173
O: 6.10 0.19 1.12  -0.485
H: -3.71 -2.48 0.63  0.055
H: -1.10 1.52 9.57  0.386
H: 4.20 -3.31 1.88  0.157
O: -2.44 -0.04 0.21  -0.676
H: 2.16 -0.09 -5.16  0.130
O: 4.88 -6.03 1.72  -0.341
H: 4.19 -8.73 1.78  0.270
C: -7.41 -0.63 -3.07  -0.867
C: 3.01 2.42 -8.25  -1.415
O: -4.39 2.45 4.94  -0.606
H: -6.09 -1.85 -0.75  0.156
C: 4.29 -5.19 0.76  -0.019
H: 1.38 2.29 -4.40  0.284
C: 3.54 -4.06 1.43  -0.979
H: 2.95 -3.46 0.74  0.253
B: -1.12 0.38 -0.33  1.736
H: 4.16 1.80 -3.87  0.056
H: 6.34 2.67 -3.60  0.408
C: 4.99 1.06 1.08  0.965
C: -2.71 0.90 -1.89  0.434
H: 0.83 2.93 4.68  0.056
O: 1.48 1.43 1.68  -0.630
H: 4.36 1.64 -2.11  0.138
C: -7.78 2.06 -0.09  -1.245
H: -3.55 -2.79 -1.08  0.102
H: 5.98 -6.87 0.19  0.310
H: -5.67 2.27 0.36  -0.305
C: -4.97 5.89 -0.48  -1.199
C: -2.19 3.36 4.50  -0.792
H: 0.20 1.01 -3.97  0.036
H: 6.61 0.99 -4.02  0.321
H: -2.68 4.34 4.61  0.399
C: 5.28 2.25 1.97  -1.581
H: 3.75 -7.94 0.25  0.281
C: 1.49 1.74 6.38  -0.292
H: -1.48 -2.36 -0.26  0.316
O: -1.41 1.02 -1.62  -0.552
H: -8.41 -0.83 -2.70  0.435
H: 4.06 0.59 1.42  0.188
H: -4.53 3.92 -1.24  0.015
H: -4.54 1.97 2.36  0.320
O: -4.54 0.00 -0.57  -0.461
C: -0.13 0.77 7.81  -0.312
H: 0.55 -0.26 -5.82  0.361
H: -2.80 2.47 1.97  0.099
H: 0.22 2.60 9.08  0.340
H: 5.11 -9.04 0.26  0.348
H: -7.03 0.23 -2.52  -0.220
H: 3.76 1.19 -6.64  0.217
O: 4.60 -0.10 -3.20  -0.427
H: 2.06 2.81 -8.62  0.322
C: 5.81 -1.04 0.50  1.182
H: 4.51 3.02 1.88  0.374
H: 6.33 -7.43 1.83  0.319
H: -1.32 3.40 3.84  0.153
O: -6.43 3.99 -0.42  -0.450
H: -1.26 2.56 8.19  0.222
H: 2.73 2.52 -6.11  0.225
H: -7.68 -2.40 -1.14  0.490
H: -5.48 -1.47 -3.01  0.084
C: 0.87 -0.50 0.33  0.446
C: 1.35 0.46 -5.67  -0.152
C: 0.65 0.86 1.04  0.679
H: 2.27 1.00 6.62  0.320
H: 6.73 -2.36 1.90  0.369
C: -5.39 4.60 -1.15  0.135
C: 0.71 1.53 -4.79  -0.815
H: 7.83 -1.84 0.53  0.398
C: -6.63 -2.43 -1.50  -0.984
C: -3.25 -3.17 -0.09  0.538
C: -3.81 -4.55 0.17  -1.447
H: 3.40 1.68 -8.95  0.308
O: -3.28 1.31 -2.86  -0.646
H: 5.06 -4.74 0.11  0.085
C: 2.87 1.78 -6.90  0.084
H: 1.55 1.41 4.32  0.162

Calculated values
Lowest unoccupied orbital energy   2.47 eV
E_HOMO   -7.48 eV
Net charge   -1
Largest force on an atom   1.91 eV/A
Orbital gap   9.952 eV

=====

Record 2
The following is a quantum chemistry calculation of 10 unconnected molecules or ions with the total composition C7H29NO9, from the Open Molecules 2025 dataset.

Last column: natural (NBO) charge in e.
Element x y z (Å)
O: -0.86 1.73 3.67  -0.969
H: 0.80 1.50 -3.42  0.203
H: -0.35 0.34 -3.23  0.205
C: 0.54 1.07 -1.31  -0.405
H: -3.22 -1.64 -1.31  0.457
C: 0.40 -1.33 -0.18  -0.303
H: -1.11 -3.24 -0.51  0.483
H: -2.91 -2.57 -2.55  0.487
C: -0.03 1.31 -2.78  -0.408
O: -3.65 -2.11 -2.12  -0.945
C: 0.84 -0.37 -1.12  -0.085
H: 1.83 -0.89 -2.98  0.204
O: -3.67 1.44 1.37  -0.930
H: 3.38 3.09 -0.38  0.447
C: 1.54 -1.06 -2.05  -0.084
O: -1.98 -3.50 -0.80  -0.958
C: -1.11 2.39 -2.73  -0.630
H: 2.78 -0.80 -0.18  0.517
C: 1.05 -2.56 -0.33  -0.101
H: -2.13 2.00 -3.00  0.210
H: 2.00 -3.29 -2.11  0.422
O: -1.67 -0.44 2.55  -0.948
H: -0.21 -1.12 0.71  0.228
O: 2.66 3.58 0.00  -0.957
H: -4.52 1.27 1.64  0.468
H: 2.13 2.84 0.41  0.491
H: -1.54 1.23 3.29  0.494
H: -0.95 3.19 -3.45  0.216
H: 0.36 1.73 1.86  0.501
H: 0.99 -3.44 0.16  0.211
O: 3.22 -0.22 0.52  -1.005
H: -1.37 2.90 -1.76  0.217
H: 3.14 0.75 0.45  0.490
H: 1.44 0.91 1.82  0.483
O: 1.24 1.82 1.48  -1.013
H: -2.65 -3.27 -0.23  0.467
H: -3.52 1.08 0.55  0.464
H: -2.05 -1.13 2.03  0.472
H: 1.49 0.21 3.46  0.498
H: -1.07 -0.93 3.16  0.489
N: 1.66 -2.45 -1.59  -0.544
H: -0.29 1.27 -0.59  0.208
H: 2.29 -0.53 2.30  0.505
H: 1.35 1.74 -1.00  0.235
H: -1.25 2.58 3.84  0.475
O: 1.49 -0.45 2.72  -0.957

Calculated values
Lowest unoccupied orbital energy   -0.10 eV
E_HOMO   -8.90 eV
Largest force on an atom   6.45 eV/A
Orbital gap   8.795 eV

=====

Record 3
The following is a quantum chemistry calculation of 2 unconnected molecules or ions with the total composition C5H12O2, from the Open Molecules 2025 dataset.

Last column: natural (NBO) charge in e.
Element x y z (Å)
O: 0.28 -2.95 0.00  -0.727
H: 0.34 2.99 1.50  0.211
O: -0.89 0.21 1.54  -0.727
C: 0.65 -2.00 -0.98  -0.062
H: 1.70 -1.69 -0.86  0.155
H: 1.01 -3.56 0.15  0.473
H: -1.29 -1.09 -0.86  0.222
H: -1.06 1.77 -0.97  0.204
C: 0.08 -0.29 0.64  -0.110
H: 0.76 1.95 -0.73  0.198
H: 0.55 -2.44 -1.99  0.169
H: -0.06 -0.10 -1.65  0.197
H: -0.89 1.18 1.54  0.468
H: 1.05 0.23 0.66  0.159
H: 0.21 -1.23 1.15  0.225
C: -0.46 2.73 0.81  -0.482
C: -0.24 2.13 -0.35  -0.334
H: -1.47 3.03 1.09  0.215
C: -0.25 -0.78 -0.80  -0.453

Calculated values
Lowest unoccupied orbital energy   0.93 eV
E_HOMO   -9.58 eV
Largest force on an atom   1.12 eV/A
Orbital gap   10.510 eV

=====

Record 4
The following is a quantum chemistry calculation of 6 unconnected molecules or ions with the total composition C6H26NO6, from the Open Molecules 2025 dataset.

Last column: Löwdin spin population.
Element x y z (Å)
H: -3.70 -0.56 -1.00  0.000
C: -0.66 -0.05 2.47  0.032
C: 0.16 1.04 1.67  0.066
H: -0.89 0.40 -0.19  0.001
H: 0.89 -2.95 2.21  0.006
N: 1.54 0.91 2.25  0.210
H: -1.48 2.13 -1.40  0.001
O: -0.15 0.12 3.80  0.039
O: -0.56 -2.71 -1.29  0.003
H: 1.45 1.20 3.24  0.075
O: 1.30 -2.17 1.80  0.033
H: -0.62 -1.03 1.91  0.004
O: -3.20 -0.90 -0.25  0.001
O: 2.07 -2.46 -1.40  0.007
C: 0.57 1.90 -0.69  0.041
H: 0.55 1.15 -2.88  0.000
H: -0.67 -3.08 -0.42  0.002
H: 2.36 1.72 1.88  0.280
H: 1.67 2.33 -2.50  0.002
C: 0.11 0.56 0.19  0.011
H: -0.56 -0.49 4.43  0.008
H: 1.88 -0.05 2.13  0.047
C: -0.66 2.71 -0.97  0.005
H: 1.99 0.78 -1.94  0.005
H: -2.91 -1.69 -0.73  0.000
H: -0.95 3.42 -0.16  0.004
H: 0.78 -0.23 -0.13  0.005
H: -1.77 0.18 -3.27  0.000
H: 2.08 -2.50 1.34  0.006
H: 1.23 -2.22 -0.95  0.000
H: -0.31 3.47 -1.64  0.001
H: -0.22 2.06 1.66  0.024
O: -1.55 -0.66 -2.85  0.001
H: -1.65 0.45 2.73  0.009
H: -1.22 -2.05 -1.50  0.000
H: 1.91 -3.30 -1.84  0.000
H: -1.35 -1.22 -3.61  0.000
H: 1.39 2.32 -0.05  0.064
C: 1.14 1.46 -2.04  0.007

Calculated values
Expectation value of S²   0.751
Lowest unoccupied orbital energy (spin up / spin down)   -0.11 / -0.15 eV
E_HOMO (spin up / spin down)   -3.05 / -9.80 eV
Largest force on an atom   4.16 eV/A
Multiplicity   2
Orbital gap (spin up / spin down)   2.933 / 9.656 eV

=====

Q: Which ΔE to the lowest compared entry with this formula, charge and spin values were calculated for the entries above? A: 0.000 3.026 3.062 0.928, in eV.